Entry 1:
Density functional theory data (ωB97M-V/def2-TZVPD) for a structure of composition C23H52O3OsP4Se.

```
84
Properties=species:S:1:pos:R:3:forces:R:3
H -3.108 4.865 -7.243 0.0 -0.3 -0.2
H -2.504 -2.004 -1.689 0.1 -0.2 0.2
H 3.277 -1.882 1.002 0.0 0.0 0.2
C -4.139 3.117 -7.894 -3.3 -2.3 -0.5
H 1.787 -0.487 4.193 -0.1 0.1 -0.2
H 2.028 3.389 -3.436 -0.3 0.2 -0.2
C 1.009 -0.135 3.503 -0.1 0.0 0.0
H -3.685 4.732 0.595 0.3 0.0 -0.2
H 0.746 0.904 3.736 0.1 -0.4 0.0
O -1.858 0.897 2.724 0.4 0.6 -2.1
C -0.212 3.836 3.046 0.3 0.1 -1.1
C -1.974 -2.728 -1.055 0.0 0.3 -0.3
C -3.073 4.570 -0.302 -0.4 0.0 -0.2
C -3.061 3.913 -7.784 3.1 2.5 0.1
C -3.109 0.558 4.725 0.3 -0.2 0.4
H -3.693 4.064 -1.054 0.1 0.1 0.3
H -3.043 -0.526 4.552 -0.1 0.3 0.0
H -1.667 1.384 -2.520 0.0 0.3 -0.2
H -1.975 3.842 4.247 0.2 -0.2 0.2
H -1.345 3.431 -0.933 -0.3 0.0 0.2
O -2.193 2.584 0.803 0.8 -0.6 0.0
C 2.659 -1.744 1.895 0.0 0.0 -0.2
C -3.098 1.347 3.446 -0.1 -0.2 -0.3
H -1.322 0.108 -0.942 -0.9 0.2 -0.2
H -1.353 -3.958 1.660 0.1 0.1 -0.1
C -0.615 -3.170 1.471 0.3 0.1 -0.1
H -0.519 4.245 5.120 0.0 -0.3 -0.3
H -2.263 0.848 5.366 -0.3 -0.1 -0.2
C -1.092 2.033 -3.180 -0.2 -0.2 -0.1
H 3.541 -1.281 -2.348 -0.2 0.2 0.1
H 2.236 -3.355 -2.047 -0.2 0.2 0.1
H -2.607 2.094 -4.710 0.3 0.1 0.2
H -2.672 -3.531 -0.781 0.3 0.2 0.0
P -1.408 -1.875 0.460 -1.3 -2.1 0.4
H 3.556 0.969 2.582 -0.1 0.0 -0.2
H -4.106 2.189 -8.474 0.0 0.2 0.2
H -3.586 -2.572 1.195 0.3 0.2 0.0
Se 0.946 2.028 -1.078 -0.5 0.0 -0.9
H -4.026 0.753 5.284 0.0 0.0 -0.1
H -1.149 -3.151 -1.633 -0.2 0.1 0.1
H 0.249 -3.609 0.967 -0.2 0.0 0.1
H -1.270 3.532 -6.234 0.3 0.0 0.3
C -2.980 -1.671 1.357 -0.2 0.6 0.0
C -0.846 3.220 -5.277 0.3 -0.1 0.5
H -0.493 -1.380 -3.118 0.2 0.0 0.0
O -0.022 2.588 2.195 -0.5 -0.7 -1.1
H -0.818 2.537 4.684 0.1 0.3 0.0
C 0.198 2.429 -2.797 0.1 0.0 -0.4
H 0.121 -0.765 3.621 0.1 0.2 0.1
H 1.089 -1.857 -3.796 0.0 0.2 0.2
C 1.601 -2.996 -1.225 -0.1 0.1 0.2
H -3.956 1.130 2.796 0.3 0.1 0.1
H 0.675 -3.576 -1.224 0.3 0.1 0.0
H 0.813 4.211 3.184 -0.3 -0.4 -0.1
H 2.388 2.080 1.806 0.1 -0.2 0.0
H -0.295 -2.752 2.432 -0.1 -0.1 -0.1
H -2.820 -1.529 2.432 0.1 0.0 -0.3
H 3.319 -1.637 2.767 -0.1 0.0 -0.2
Os -0.069 -0.020 0.078 0.5 1.3 -0.6
P 1.633 -0.236 1.786 0.9 -0.2 1.9
C 2.877 1.102 1.730 -0.1 0.1 -0.2
C -1.609 2.427 -4.418 0.1 -0.2 0.3
C 2.997 -0.580 -1.698 -0.1 0.1 0.0
P -1.099 1.605 1.465 -0.8 2.7 3.8
H -3.521 -0.804 0.962 0.0 -0.2 0.1
H -2.114 3.660 -8.276 -0.3 0.1 0.1
H -2.798 5.548 -0.715 0.0 -0.2 0.2
C -0.918 3.574 4.343 -0.3 0.4 0.5
H 3.449 1.058 0.798 0.0 0.0 0.2
H 3.532 -0.502 -0.746 -0.1 -0.1 -0.2
H -5.098 3.388 -7.441 0.3 -0.1 -0.1
C -1.827 3.776 -0.007 0.3 -0.2 0.0
H -3.041 2.423 3.637 0.0 -0.4 -0.3
H -1.070 4.359 0.530 -0.3 -0.2 0.0
H 2.026 -2.625 2.043 0.2 0.2 0.0
H 2.975 0.411 -2.167 0.1 -0.2 0.0
H 0.678 -0.124 -3.567 0.0 -0.2 0.1
H 1.065 4.185 -5.605 -0.1 -0.2 0.3
C 0.574 -1.133 -3.151 -0.3 0.2 0.1
H -0.739 4.564 2.402 0.2 -0.4 0.5
P 1.289 -1.199 -1.471 1.5 -1.3 -0.9
H 2.126 -3.172 -0.281 -0.1 0.0 -0.2
C 0.458 3.590 -4.920 -0.1 -0.1 -0.1
C 0.993 3.174 -3.702 0.0 0.0 0.4
```
Positions in Å, forces in eV/Å.

## Properties
HOMO (alpha / beta)	-19.7 / -20.0	eV
relative energy (zero: lowest compared OMol25 entry of this formula, charge and spin)	0.00	kcal/mol
gap between HOMO and LUMO (alpha / beta)	8.63 / 4.60	eV
spin multiplicity	5
DFT total energy	-4989.3299	Eh
net charge	+4

Results of the Löwdin charge analysis, in e, for atoms 1 through 6: 0.133 0.062 0.040 0.250 0.081 0.122

=====

Entry 2:
Density functional theory data (ωB97M-V/def2-TZVPD) for a cluster of 15 separate species, C54H134N12O22 in total.

```
222
Properties=species:S:1:pos:R:3:forces:R:3
C -4.633 1.155 -2.911 0.3 -0.9 -0.6
N -4.405 5.566 -6.183 -0.5 -0.3 -2.0
H -2.962 -6.546 2.641 -0.3 0.4 0.6
H -1.472 4.557 1.287 0.0 0.0 -0.7
H -3.997 0.236 5.098 0.0 -0.8 0.2
H -3.068 -1.480 -2.578 0.1 0.3 0.5
O 4.295 3.825 -6.892 0.6 -0.6 0.4
N -3.702 2.553 2.676 -1.0 0.9 -0.9
H 4.248 -1.155 -2.002 -0.1 0.2 0.1
H -2.847 4.431 5.810 0.5 0.8 0.2
H 4.205 2.436 -2.186 -0.2 0.0 -0.1
H 3.123 7.095 -3.293 -0.2 0.4 0.4
O -2.361 -7.319 7.094 0.5 0.0 -0.4
H 3.836 0.955 -0.519 1.3 -0.6 -0.7
H -3.100 -4.391 7.393 -0.8 0.0 0.1
C 2.431 7.783 1.504 -0.6 0.0 -1.8
C 3.678 1.966 2.565 1.0 -1.8 0.5
C 2.354 -3.925 0.018 1.7 -1.3 1.1
H -1.819 -5.115 8.410 -0.1 -0.1 -0.3
C -1.865 -1.903 -5.491 1.4 0.0 -2.4
H 6.325 2.484 4.215 -0.3 0.0 0.0
H -1.446 2.099 -4.269 0.4 -0.5 -1.4
H 5.037 0.545 2.595 0.0 0.0 0.2
H 0.129 6.820 1.537 -0.7 0.5 -0.4
H -3.554 4.348 -3.358 0.1 -0.4 -0.1
C -3.402 0.637 4.296 -0.8 1.4 -0.7
H 2.359 2.243 -4.989 0.6 0.1 0.2
H -1.167 -8.633 5.406 0.1 0.4 -0.9
H 1.941 6.004 -3.932 -0.1 0.0 -0.9
H 3.476 -2.226 -7.316 -0.3 -0.2 0.4
H 1.239 -3.694 4.642 0.4 -0.1 -0.5
H 5.301 -2.806 1.461 0.3 0.1 -0.2
H 5.426 3.265 2.448 -0.4 0.0 -0.4
H -4.017 -3.221 -1.803 -0.3 0.7 0.5
O 3.221 -1.331 -5.325 -1.1 0.0 -1.1
N -1.772 1.911 -5.248 0.3 0.4 2.6
C 3.285 -3.478 1.273 -0.9 -0.2 -1.3
N 1.208 0.434 -1.323 -1.9 -2.3 2.7
H -1.572 -3.575 7.610 0.1 0.0 -0.1
H 4.113 3.729 3.533 0.5 -0.1 0.7
H -0.273 -6.881 6.699 0.9 1.4 -0.1
H 1.287 7.477 -3.211 0.4 0.5 -0.3
H 0.949 5.611 2.320 0.3 -0.2 -0.6
H -1.066 -3.163 0.311 -0.2 -0.2 0.0
C 2.873 4.288 -0.256 0.7 0.0 -1.0
H 0.055 -3.692 1.984 -0.2 1.0 0.1
O -0.585 1.715 -1.967 0.5 -1.3 0.3
C -4.213 1.912 -1.689 -1.8 0.6 0.5
O 5.017 2.117 -1.786 0.7 -0.6 0.8
C -2.406 3.217 2.549 0.1 -0.8 0.5
H 0.400 -5.906 5.331 -0.1 0.2 0.0
C -0.105 0.730 -1.342 -1.4 3.0 -0.6
H -4.143 6.513 -6.046 0.3 0.5 0.4
H -0.960 -3.662 5.009 0.3 0.8 0.1
H -1.628 -6.105 -2.819 -0.9 -0.1 -1.0
H 0.510 -5.406 -3.868 0.1 0.0 0.0
H -3.346 -8.946 5.518 -0.2 -0.5 0.6
H -5.115 2.472 -1.319 0.5 -0.9 0.0
H 2.517 -0.884 4.021 -0.7 0.2 0.1
H -0.653 -3.753 -1.902 -0.1 0.4 0.0
O 2.348 -1.358 0.945 -0.8 -1.0 0.1
H -3.096 -7.116 7.659 -0.5 -0.1 0.5
H 4.671 -2.460 -5.941 0.7 -1.1 -0.5
H 1.518 8.407 1.460 0.7 -0.1 0.4
H -5.736 0.609 3.020 -0.1 0.7 0.2
C 4.607 -3.023 0.651 -0.6 -0.4 0.0
C 4.488 -0.139 -2.360 -0.5 -0.4 0.7
C -4.099 4.568 -5.325 0.3 -0.6 -0.6
H 1.882 0.627 -2.011 0.7 0.3 -1.3
H 1.314 -0.387 -0.701 1.0 0.7 -0.7
H -4.452 5.298 -7.173 -0.2 0.1 0.9
N -0.930 0.067 -0.439 -0.7 -0.4 -0.3
H 5.278 -0.323 -5.995 0.5 0.9 0.3
O -4.249 3.381 -5.672 -0.1 0.3 0.4
H 3.254 8.361 1.085 0.0 -0.2 -0.3
H 0.399 -2.717 -4.250 0.3 0.1 -0.7
H -1.669 -2.720 -3.842 0.8 -1.1 1.0
H 4.447 -2.154 0.009 0.2 -0.1 0.2
C -2.304 3.866 1.134 0.3 0.0 1.7
H 1.456 -5.252 2.622 0.6 -0.2 -0.2
C 1.985 -3.582 3.824 0.2 1.6 1.3
C 4.883 -0.651 -6.949 0.6 -1.5 0.8
C 4.705 2.871 3.172 -0.1 0.6 -0.8
H -0.310 -7.234 -2.544 0.0 -0.3 0.2
C -2.911 -6.038 3.632 0.1 -1.7 0.4
C 4.050 3.079 -5.950 -3.5 1.4 -1.9
H 5.733 -1.121 -7.472 -0.3 0.6 -0.3
C 4.039 -1.794 -6.489 -1.1 0.6 1.6
N -1.776 2.514 -7.416 0.3 -0.2 0.3
N 2.715 -2.312 1.965 -0.1 0.8 -0.1
H -3.968 -8.636 3.924 0.0 0.0 -0.4
H -0.307 2.809 2.603 0.0 -0.2 0.2
C 0.799 6.017 1.299 -1.0 -0.9 1.3
H -1.774 -2.790 -6.139 -0.6 -0.3 0.3
H 4.932 -3.851 0.014 0.5 0.2 0.2
O -3.838 1.608 1.623 -0.9 0.0 -0.6
C 2.355 -4.882 3.148 -0.4 0.2 0.6
H 3.019 -0.698 0.996 1.1 1.1 0.4
H 4.007 5.977 0.568 1.3 -0.1 -0.7
H 0.729 -1.027 4.409 0.4 0.0 -0.4
O -2.325 -2.167 -4.228 -1.6 0.2 0.9
C -0.698 -6.248 -2.325 -0.1 0.7 0.5
H -5.018 0.164 -2.620 0.0 0.3 0.0
C -3.693 -8.176 4.862 -0.4 1.1 -0.1
H -2.702 -3.707 5.177 -0.1 -0.1 0.1
H 3.680 3.552 -0.156 -0.3 -0.1 0.1
H 4.611 2.086 -4.318 0.4 0.8 0.0
C -1.231 -7.922 4.545 -0.5 -0.4 0.2
H 2.130 2.608 -6.572 1.1 -0.1 0.7
H -3.363 0.003 3.389 0.0 0.1 0.7
H -2.127 3.146 0.350 0.3 -0.2 -0.1
H -1.958 3.009 5.261 -0.6 0.3 0.2
H -0.854 -5.290 3.304 -1.3 0.4 0.1
C -0.445 -1.402 -5.461 1.0 1.3 0.6
H 2.982 1.607 3.346 0.2 0.2 -0.2
H 3.848 -5.481 1.669 -0.1 -0.3 -0.1
H -2.626 -2.059 0.618 -1.3 0.1 0.7
C 0.192 -2.608 2.229 0.6 -0.9 1.0
C 1.808 5.914 -1.895 1.3 0.1 0.6
O -3.308 2.941 -1.959 -0.1 0.8 -0.2
C 0.439 5.254 -2.114 -0.2 -0.8 0.2
O 4.342 0.801 1.982 -0.9 0.7 -0.2
O 0.222 2.469 -6.304 -0.2 -0.3 0.2
N 4.705 2.968 -4.829 2.5 -0.4 2.3
H -2.436 2.586 -1.865 1.5 -0.4 -0.1
O -3.176 -1.318 -1.614 0.1 0.1 -1.2
O -1.755 -3.479 -0.292 1.8 -1.1 -1.3
C -3.846 -2.409 -1.052 0.2 -0.8 0.3
C -2.051 -4.551 7.501 1.7 -0.3 -0.8
H -1.312 2.917 -8.198 0.1 0.2 -0.5
H -3.229 4.978 3.401 -0.3 0.4 -0.3
O 0.556 -2.397 -5.168 -0.6 -0.4 0.5
H -2.227 -4.154 2.850 0.4 -0.3 0.4
H 2.711 7.513 2.487 0.0 -0.3 1.3
H 3.602 0.767 -7.114 0.2 0.0 -0.1
H -4.564 -7.626 5.272 0.3 -0.6 -0.1
H -0.133 -0.929 -6.398 -0.2 -0.2 0.0
C -0.985 2.325 -6.296 -1.5 0.3 -0.4
H -2.405 0.858 4.668 -0.2 -0.2 0.0
N -3.565 4.964 -4.167 0.0 0.2 1.1
H 1.331 -0.301 2.858 -0.4 0.4 -0.1
N -2.562 -6.377 6.031 -0.3 -0.4 -1.0
O -0.987 -6.112 -0.944 0.9 -1.8 0.0
C 3.584 -4.622 2.279 -1.2 -0.1 -1.3
H -0.588 -2.230 2.929 0.3 -0.5 -0.6
C -5.675 1.496 3.687 1.2 -0.3 -0.3
C -1.221 2.219 2.774 0.2 1.6 -0.1
O -0.215 -3.867 -2.757 -0.1 -0.4 0.0
C -4.209 1.962 3.890 0.6 -1.7 1.1
N 2.854 2.395 -5.856 -1.7 -0.7 -2.1
H -3.203 4.415 0.873 -0.1 0.1 0.2
N 1.971 6.873 -0.711 -1.3 0.2 -1.5
C 1.586 -2.400 2.927 -0.7 -1.1 -1.5
H 0.320 5.277 0.679 -0.3 -0.3 0.0
C 2.053 6.503 0.689 1.5 -0.1 0.4
H -1.131 -5.202 -0.762 -0.6 1.3 0.5
H -3.909 -5.651 3.965 0.7 -0.2 -0.6
C -1.561 -5.282 6.178 -1.4 -0.2 0.2
O 0.860 7.763 -0.816 0.6 1.0 -0.5
C -1.889 -4.908 3.591 0.4 -0.9 0.3
O 5.446 2.105 4.090 0.1 -0.1 0.9
H -1.219 -8.458 3.598 -0.2 -0.3 0.0
H 5.556 3.500 -4.846 0.4 -0.4 0.5
H -4.325 2.530 6.028 -0.1 0.3 -0.6
H -3.884 1.196 -0.934 0.3 0.2 0.2
H -4.938 3.729 4.786 -0.2 0.3 0.4
H 3.263 5.012 1.775 -0.5 0.4 -1.0
C 4.746 0.818 -1.199 -0.4 0.5 -0.4
C -4.171 3.006 5.040 1.9 -0.3 -1.4
H -5.175 2.267 -4.390 0.0 0.3 -0.2
H 2.560 -5.558 3.987 0.1 -0.3 -0.4
C -1.816 -4.313 4.993 0.7 0.1 0.2
H -4.706 1.851 1.215 1.1 -0.2 0.4
H -0.342 -7.308 4.548 -0.2 0.0 -0.1
H 3.451 -0.038 -4.020 -0.5 0.4 1.2
H -2.504 -1.205 -6.032 -0.1 0.2 0.4
C 2.866 4.766 -1.719 0.0 1.3 0.4
H 2.569 3.931 -2.364 0.3 0.2 -0.1
H -0.339 -0.642 -4.668 -0.3 0.1 -0.3
H 4.494 -4.423 2.828 0.0 0.4 0.6
H 2.258 -1.604 -5.357 1.2 0.0 -0.2
C -2.568 -7.167 4.722 0.6 1.9 0.3
H 5.358 -0.253 -2.999 0.4 0.3 0.0
H -1.944 0.191 -0.616 1.1 0.3 -0.1
H -5.998 1.174 4.659 -0.5 -0.1 0.5
C -2.986 -2.942 0.075 -0.1 1.1 0.8
H -1.523 4.917 3.672 0.2 -0.3 -0.1
H 3.864 5.163 -2.002 -0.5 -0.4 0.1
H -1.199 1.771 3.775 0.2 0.3 -0.6
H 1.223 -5.283 -2.216 -0.7 0.0 -0.5
H 1.902 3.821 -0.127 -0.1 -0.3 0.6
C 1.495 -1.052 3.612 1.4 -0.5 1.1
O 3.412 0.399 -3.107 0.2 -0.5 -1.8
H 1.455 -4.452 0.316 -0.4 0.3 0.2
H 2.161 -3.056 -0.604 -0.1 -0.2 -0.1
H -0.342 5.876 -2.550 0.2 0.4 0.1
H 0.012 4.754 -1.234 0.1 0.2 -0.1
H 2.922 -3.211 4.283 -0.4 -0.2 0.3
H -2.769 2.661 -7.301 0.2 0.0 0.0
C 2.095 6.755 -3.175 -0.5 -1.6 1.0
H 3.120 2.475 1.814 -0.4 0.2 -0.8
C 3.119 5.407 0.719 -0.2 0.2 2.0
H -2.737 2.236 -5.253 0.1 -0.1 -0.6
C -2.424 4.298 3.651 -0.6 0.4 -0.5
H 2.915 -4.730 -0.539 -0.3 1.0 0.3
H -3.621 5.942 -3.946 0.1 0.0 0.0
H 0.465 -5.135 6.919 -0.3 -0.9 -0.2
C -0.129 -5.841 6.281 -0.1 0.4 1.0
H -4.772 -2.056 -0.543 0.2 -0.4 -0.6
H 5.650 0.445 -0.654 -0.9 0.7 -0.2
C 0.279 -5.221 -2.819 1.1 0.3 0.3
H -3.521 -3.680 0.668 -0.2 0.2 0.3
H 0.224 -1.988 1.349 -0.2 0.2 -0.5
O 4.234 0.298 -7.690 -0.4 0.7 -0.5
H -1.226 1.475 2.009 -0.1 -0.8 -0.4
H 0.105 7.312 -0.447 -0.6 -0.4 0.1
H -3.755 0.986 -3.555 0.1 -0.2 0.3
O -5.611 1.810 -3.664 -0.6 0.3 -0.1
H -0.805 -0.933 -0.373 0.4 -0.1 0.0
C -2.761 3.733 4.999 -0.7 -1.9 0.9
H 0.597 4.425 -2.825 -0.1 0.3 0.1
H -6.283 2.328 3.360 -0.3 0.1 -0.3
```
Positions in Å, forces in eV/Å.

## Properties
HOMO	-8.3	eV
gap between HOMO and LUMO	8.65	eV
DFT total energy	-4450.1251	Eh
net charge	0

Results of the Löwdin charge analysis, in e, for atoms 1 through 6: -0.263 0.163 0.123 0.054 0.067 0.074